# 1
Molecular formula: C22H57Ca3N3O16S2
Method: DFT, ωB97M-V/def2-TZVPD

Values from the calculation:
electronic energy	-137946.4146	eV
net charge	+2
LUMO	-8.9512	eV
molecular weight	804.07	g mol⁻¹
ΔE to the lowest compared entry with this formula, charge and spin	10.86	kcal per mole
multiplicity	1

```
103
Properties=species:S:1:pos:R:3:forces:R:3:lowdin_charge:R:1
H -1.846701 -0.011342 6.568503 0.65 0.51 -0.27 0.10
C -1.731667 -0.576139 5.641290 -1.30 -1.26 0.82 -0.02
Ca 1.462087 0.820764 -0.701599 1.29 -0.98 0.47 1.44
O 2.239553 2.961993 -0.082597 -0.30 1.64 -0.68 -0.30
H 2.869892 -2.389825 -4.389930 -0.02 -0.04 0.02 0.08
N 2.110143 1.885558 -2.755367 -0.18 0.60 -0.44 -0.15
H -4.030979 0.799712 5.917161 0.01 0.33 -0.27 0.14
C 1.116353 -4.064790 -0.915727 -0.39 0.91 0.24 -0.21
H -1.214859 0.017317 -4.713176 0.19 -0.39 -0.78 0.06
C -2.217595 4.019260 2.060680 -0.12 0.08 -0.02 -0.04
N -4.444076 -0.154722 2.604430 -1.45 0.57 3.14 -0.17
H 3.099804 1.667384 -2.741795 -0.05 -0.39 -0.13 0.09
C -3.153790 -2.598076 -0.274605 -1.18 -0.99 -1.05 -0.08
O 2.228866 -1.808894 2.223800 -0.89 -0.54 -1.49 -0.35
H 1.509527 -6.401032 -2.292990 0.15 -0.30 -0.03 0.09
H 5.585038 0.908838 -2.259943 -0.05 -0.35 0.09 0.11
O -2.574594 1.887164 -1.107524 -1.44 1.11 -1.77 -0.58
O -0.021805 -0.892422 2.575789 -0.51 0.06 -0.93 -0.56
C -4.822028 0.580178 3.878101 1.63 -0.23 -0.31 -0.12
H -0.306333 2.714453 4.648896 -0.07 -0.16 -0.13 0.09
O -1.602688 1.730363 2.463246 -0.28 0.61 0.11 -0.16
O 1.725903 0.363313 1.388858 -0.59 1.18 -0.36 -0.51
H -5.897016 0.460749 4.004360 -0.01 0.42 0.39 0.12
O -0.437503 1.789707 0.065158 -0.56 2.73 0.48 -0.40
S 1.455997 -0.588780 2.482223 2.21 -2.27 3.30 0.27
H -6.284728 -1.310807 2.820158 -0.10 0.51 -0.59 0.13
H -4.481529 -0.791603 5.618112 0.35 -0.57 -0.58 0.13
H -5.370603 -1.600000 0.421022 -0.04 0.54 0.26 0.13
H 0.524344 1.763178 -4.110993 -0.11 -0.19 -0.15 0.11
H 4.622251 2.252960 -1.647666 0.36 0.15 0.07 0.07
H -2.516838 2.887679 3.890597 -0.25 -0.19 -0.28 0.13
N 1.945418 -1.630686 -0.716012 -1.35 -0.67 0.40 -0.13
H 2.619890 3.868653 -3.282343 0.08 0.03 0.01 0.13
H 2.152952 1.927577 -4.877830 -0.37 0.39 -0.10 0.14
H -3.130634 3.684396 1.549735 0.01 -0.15 0.04 0.06
C 3.309166 -1.644456 -5.060196 -0.45 -0.56 -0.22 -0.09
H -3.442358 -1.844380 -1.011433 0.13 0.07 0.01 0.09
O -2.009908 0.045630 0.311393 -1.30 0.67 -1.20 -0.43
C 0.945566 -2.570345 -1.240095 -0.99 -0.06 -1.01 -0.20
H -2.117192 -2.881536 -0.435467 0.24 0.58 0.75 0.09
O 3.115779 -0.340106 -4.567957 0.59 1.02 0.13 -0.18
Ca -4.157017 2.896771 -2.096242 1.22 -0.75 0.63 1.78
H 3.272150 -6.235831 -2.077023 -0.02 0.04 -0.04 0.09
C -4.898975 -2.072094 1.294700 -1.07 -1.37 -0.60 -0.19
H -5.348168 -3.073551 1.295898 0.10 -0.06 0.06 0.14
H 1.000614 3.675138 -2.775806 -0.21 -0.36 0.22 0.11
C 2.858871 3.418250 1.097387 0.44 -0.40 2.34 -0.09
H 3.217067 -2.035692 -2.232524 0.71 0.13 -0.17 0.11
H 3.926071 3.652551 1.048948 0.01 -0.08 -0.83 0.10
H 5.599153 1.321843 -0.492288 0.28 0.08 -0.17 0.11
O -1.463588 -1.502619 -3.338426 0.39 0.45 -0.51 -0.15
S -1.445669 1.016869 -0.620428 1.50 -3.09 2.73 0.31
H -2.056624 -1.581926 5.945278 0.23 -0.08 -0.11 0.10
H 1.122754 -0.372758 -5.059702 -0.09 -0.17 0.05 0.13
H -3.691045 -3.524484 -0.512809 -0.19 0.11 -0.02 0.11
H -0.040128 -2.281927 -0.854376 0.20 0.07 0.63 0.09
H 2.792764 2.642931 1.865204 -0.12 -0.41 -0.44 0.09
H -1.008128 -0.822095 -2.779741 -0.57 -1.08 -0.28 0.01
H 2.848081 -1.757915 -6.047278 -0.07 0.02 0.02 0.10
O -2.696847 -0.122861 4.676234 0.84 -0.25 -0.79 -0.32
O 1.893552 -0.129148 3.786836 -0.68 1.51 -0.07 -0.34
H 1.289849 -4.126739 0.168695 0.20 -0.23 0.00 0.14
H 2.215305 -6.529521 -0.695142 0.04 0.61 0.37 0.09
C 3.317455 -1.909629 -1.156594 -1.01 -0.32 1.03 -0.16
C -1.940115 -0.758361 -4.453379 -0.31 0.73 1.82 -0.14
H 1.821921 -1.883506 0.275607 1.13 0.82 0.41 0.07
H 0.161771 -4.575072 -1.111435 0.02 -0.05 -0.16 0.13
H 4.370614 -0.684872 0.367380 0.05 -1.00 0.12 0.14
C 1.786287 -0.023732 -4.261827 -0.59 -0.46 0.29 -0.23
H -0.607231 4.380119 4.363579 -0.31 0.14 -0.31 0.09
H -4.984617 -2.125762 3.430745 1.08 0.59 0.27 0.14
H -2.785099 -0.149896 -4.060258 -0.41 -0.08 -0.43 0.05
H 4.367315 -1.869986 -5.168224 0.07 0.36 0.17 0.10
O 3.836243 0.477215 -1.120118 1.50 -0.73 -1.17 -0.32
Ca -2.163398 -0.627240 2.394376 1.70 -0.25 0.58 1.51
H 3.572218 3.860612 -1.274951 0.11 0.58 0.22 0.10
C -1.761679 2.989647 3.105872 -0.19 0.89 0.33 -0.45
H -0.749094 -0.672628 5.184960 0.06 0.62 0.04 0.09
C -4.001481 0.055240 5.109620 -1.40 0.98 0.15 -0.21
C 4.288312 -0.843004 -0.710822 -0.74 -0.08 0.33 -0.15
O -0.666741 0.267313 -1.593496 -0.78 0.54 -2.23 -0.37
H 5.235295 -1.185998 -1.134605 0.26 0.82 -0.08 0.14
H -4.509380 1.602293 3.658685 -0.36 0.19 0.50 0.11
C 1.568837 1.462776 -4.074712 1.59 0.16 0.28 -0.15
O -3.509891 -2.188203 1.025472 0.76 0.50 1.53 -0.29
C 2.301343 -6.000784 -1.648138 -0.58 -0.34 -0.75 -0.09
H 0.417170 3.441581 3.273646 -0.26 0.04 -0.43 0.08
H 3.618881 -2.857412 -0.703901 0.40 -0.01 -0.31 0.14
C -5.204835 -1.392773 2.649128 0.30 -1.26 -2.62 -0.18
H -4.706103 0.479209 1.859229 -0.38 -0.52 -0.32 0.12
C 5.007391 1.262787 -1.406586 -1.00 0.53 0.49 -0.05
H -2.442218 5.003105 2.474626 0.10 -0.10 0.24 0.09
H -1.441054 4.166214 1.305114 0.07 -0.10 0.01 0.08
C 2.013406 3.325481 -2.545534 -0.52 1.27 -0.06 -0.19
O 2.157325 -4.594935 -1.668899 0.75 0.00 0.23 -0.20
H 2.187367 4.920857 -1.038026 -0.43 -0.14 0.39 0.14
H 0.724744 -2.379362 -2.296717 0.68 -0.48 -0.29 0.10
C 2.483899 3.881398 -1.168732 1.34 -1.84 -1.02 -0.16
H 1.527951 -0.504238 -3.308833 -0.31 -0.38 -0.13 0.10
H -2.306464 -1.393072 -5.251954 0.32 0.01 -0.12 0.09
C -0.514228 3.424854 3.843744 0.80 -0.37 0.80 -0.02
H -1.093234 1.962248 1.663854 0.33 -0.64 0.11 0.04
H 2.407971 4.265437 1.626444 -0.48 0.31 -0.85 0.10
```
Positions in Å, forces in eV/Å.

=====

# 2
Molecular formula: C22H58AlI2O8
Method: DFT, ωB97M-V/def2-TZVPD

Values from the calculation:
electronic energy	-62926.8128	eV
net charge	-1
LUMO	1.9751	eV
molecular weight	731.49	g mol⁻¹
multiplicity	1

```
91
Properties=species:S:1:pos:R:3:forces:R:3:lowdin_charge:R:1
O 4.222746 -0.746634 3.973041 0.11 -0.03 0.72 -0.10
O -8.528612 1.835151 -5.151912 0.16 0.27 -0.03 -0.10
C -9.674298 1.292165 -5.791180 0.32 0.03 -0.23 -0.33
H -1.561191 0.577658 4.019456 0.36 -0.24 -0.33 0.08
C -5.965427 0.189903 -3.293424 -0.58 0.52 0.12 -0.14
H -6.231496 0.218248 -2.132432 0.48 -0.16 -2.52 0.10
H -7.725598 -0.778387 0.964550 0.51 -0.18 -0.08 0.09
H 5.028635 -2.950527 2.696540 0.09 0.02 -0.07 0.06
H -10.330267 0.876161 -5.020832 0.20 0.15 0.03 0.11
C 1.506657 3.023577 -0.643223 -1.42 0.02 0.10 -0.21
H 2.311006 2.172029 -0.750190 -1.56 1.82 0.09 0.08
H 7.882535 1.902222 2.417190 -0.01 0.09 -0.18 0.07
H 10.108425 3.491338 4.460427 -0.16 -0.21 -0.47 0.09
C -0.179524 -0.880715 5.599556 0.09 -0.21 0.19 -0.10
H -7.956562 2.209482 -5.843755 -0.24 -0.22 0.42 0.09
H -2.411395 -0.788032 1.039602 1.21 -1.04 -1.80 0.05
H 2.649675 -2.581345 -4.455620 -0.03 0.21 -0.02 0.11
H 10.642541 1.812787 2.227355 -0.11 0.19 0.13 0.11
H 5.111946 2.414212 1.639930 0.12 -0.47 -0.19 0.10
C -9.258108 0.214966 -6.771364 -0.05 -0.25 -0.08 -0.10
H 7.237831 3.477434 1.972291 0.11 -0.02 -0.10 0.08
H -7.010065 -2.830539 2.918807 0.11 0.14 0.03 0.08
H 0.449480 -2.864228 -5.618779 0.09 -0.03 0.11 0.07
H -0.938445 -0.321059 6.155992 0.10 0.04 0.04 0.06
H 10.207543 0.572026 4.359282 0.12 0.07 -0.11 0.08
H -0.620620 -1.850476 5.346830 0.12 0.10 -0.03 0.07
H -8.583659 0.622503 -7.531516 -0.13 0.00 0.00 0.07
O 1.677448 -0.782455 -4.495216 -0.04 0.19 -0.07 -0.09
C -0.630915 1.537994 -1.614219 3.24 5.34 -1.18 -0.72
C 6.685709 1.884856 0.621153 -0.12 0.37 0.22 -0.31
H -1.127543 -2.149795 0.726295 -1.10 1.95 -0.97 0.06
H -4.616721 -1.613681 -0.197233 1.58 0.76 -2.02 0.09
I -0.027383 4.303262 -3.315611 0.40 -0.90 1.20 0.52
C -4.822058 -1.814361 -2.482955 0.17 -0.10 0.89 -0.21
H 11.818669 2.845281 3.064161 0.13 -0.14 -0.12 0.11
H 1.929205 4.110047 -0.766522 -0.67 -2.26 0.02 0.05
H 0.869583 -0.388004 -4.124034 0.39 -0.07 -0.08 0.07
H -5.620920 1.293953 -3.586476 -0.32 -2.55 0.57 0.09
C 0.516002 -2.887182 -4.526113 -0.11 -0.21 -0.10 -0.09
H -6.473148 -1.681795 4.168085 -0.09 -0.02 -0.03 0.07
H 4.885751 -1.294207 4.427573 -0.39 0.31 -0.27 0.08
O -0.911745 0.060969 3.512244 -0.36 0.01 0.27 -0.13
H 1.805385 -2.137075 -2.959168 0.03 -0.18 0.03 0.10
C 1.738877 -2.129817 -4.051445 -0.37 0.23 0.13 -0.33
C 0.222414 -0.135448 4.343627 -0.36 0.10 0.00 -0.33
H 3.311579 -2.700874 2.406264 0.08 0.11 -0.12 0.07
H 0.550187 -3.929221 -4.196022 -0.09 0.03 0.00 0.07
H 5.446672 -0.492147 2.345759 -0.21 -0.03 -0.17 0.09
H 0.652413 0.840882 4.587394 0.23 -0.07 0.07 0.11
C -2.436887 -1.748064 -1.128208 -1.32 -0.98 1.07 -0.31
H 1.156852 -0.539833 -0.385885 0.37 -0.10 -0.38 -0.10
C 4.309358 -2.323135 2.160052 -0.18 -0.14 -0.12 -0.09
C -6.952995 -1.771119 3.189442 0.01 -0.17 0.19 -0.10
H -5.928125 -2.151162 -2.224606 2.25 0.50 -0.29 0.12
H 3.712304 -0.253461 2.054962 0.15 -0.04 0.23 0.11
C 0.249885 2.770311 -1.717200 -1.82 -4.05 1.17 -0.78
H -2.526439 -2.934137 -1.034440 0.11 2.32 -0.38 0.10
H -6.136297 0.068412 2.395961 0.16 -0.01 0.15 0.11
H -10.130492 -0.217144 -7.269562 0.09 0.00 -0.04 0.07
H -7.982449 -1.406356 3.266718 0.07 0.07 0.08 0.07
C 7.662913 2.554129 1.565337 0.14 -0.12 0.00 -0.11
H -4.102793 -0.044568 -1.123343 0.28 -2.23 -0.15 0.08
H -8.712971 -0.583270 -6.257052 -0.13 0.11 -0.02 0.08
C 10.911526 2.247279 3.194646 0.02 0.04 0.37 -0.33
C 4.447266 -0.873420 2.576758 0.22 -0.40 -0.15 -0.34
C 11.123102 1.157334 4.224982 0.03 -0.26 0.02 -0.10
H -6.931067 -0.020614 -3.954951 1.93 0.30 1.56 0.08
H 11.370966 1.588967 5.200202 0.10 -0.02 -0.09 0.07
O -4.932758 -0.833297 -3.582950 -0.97 0.33 1.44 -0.32
C -1.665982 -1.214358 0.216072 -0.58 -0.89 0.32 -0.33
H 6.450947 2.535723 -0.226669 0.18 -0.04 -0.14 0.11
H -10.208645 2.100363 -6.299937 -0.22 -0.09 -0.05 0.10
Al -0.226096 0.208977 -0.106360 -0.56 -0.51 0.67 0.16
H 1.021466 2.944344 0.444202 1.10 0.02 -2.38 0.05
H -0.399187 -2.425209 -4.141655 0.09 -0.09 0.08 0.06
H -0.036529 1.085721 1.235860 0.02 0.25 -0.16 -0.07
H 7.105392 0.951717 0.233979 -0.23 0.02 0.07 0.11
I -2.214208 1.329840 -3.132986 1.02 0.13 0.84 0.71
O 5.481051 1.578077 1.307287 -0.15 0.32 0.00 -0.10
H -4.182473 -2.762285 -2.825397 -1.55 2.20 0.29 0.13
O -6.822296 -1.128135 0.876592 -0.39 0.10 -0.25 -0.11
H 11.930758 0.485320 3.921564 -0.04 0.02 0.10 0.07
H -5.165345 -1.376167 2.049535 -0.16 0.10 -0.18 0.11
C -4.021127 -1.213162 -1.150811 -0.30 -0.65 -0.27 -0.20
H 0.964385 -0.708143 3.779458 -0.19 0.17 -0.07 0.11
H 8.598933 2.793158 1.052787 -0.04 0.07 0.10 0.07
H 0.684699 -1.044237 6.249443 -0.07 0.00 0.04 0.07
C -6.186536 -0.994153 2.139109 -0.25 0.01 0.09 -0.33
H 4.475104 -2.437400 1.085136 -0.03 -0.04 0.09 0.08
O 9.856092 3.104042 3.604656 -0.02 0.35 0.26 -0.10
H -1.874519 -1.551985 -2.136890 -1.17 -0.07 1.90 0.05
```
Positions in Å, forces in eV/Å.

=====

Number 1: gap between HOMO and LUMO 2.246 eV. Number 2: gap between HOMO and LUMO 6.783 eV.